Density functional theory data (wB97M-V/def2-TZVPD) for C21H25N2O4S3V as an isolated structure.

The geometry in ORCA input format:
```
! wB97M-V def2-TZVPD RIJCOSX def2/J DEFGRID3
* xyz 3 2
V 0.49442 0.66695 2.43934
C 0.40738 -1.61562 3.61914
C 1.79074 -1.85390 4.22599
C 2.83470 -0.99497 3.53348
N 2.33284 0.41484 3.43346
C 2.44224 1.22648 2.28119
S 2.09254 0.54479 0.75568
N 3.10658 2.48713 2.47770
C 2.84376 3.63368 1.87846
O 1.62115 3.86503 1.33157
C 3.77363 4.69589 1.74252
C 5.16010 4.42252 1.82584
C 6.06128 5.45360 1.71202
C 5.59991 6.75607 1.51682
C 4.23705 7.03574 1.42086
C 3.32016 6.01559 1.52386
H -0.26901 -2.46206 3.73094
H 0.48614 -1.49542 2.51757
H -0.13001 -0.77996 4.10399
H 2.07601 -2.89747 4.09488
H 1.77154 -1.67002 5.30082
H 3.00226 -1.33913 2.51471
H 3.78998 -0.99051 4.05652
H 2.45539 0.92666 4.30580
H 4.01967 2.45933 2.92473
H 5.52057 3.40449 1.91327
H 7.12306 5.25461 1.75421
H 6.31469 7.56446 1.42872
H 3.90396 8.05281 1.26843
H 2.26307 6.23092 1.46280
C -0.46267 3.14140 -0.00556
S 0.25159 3.02331 1.61489
C -0.70152 4.17570 2.57308
H -0.47249 4.18919 -0.30581
H -1.47766 2.74351 0.08606
H 0.14416 2.52470 -0.66721
H -1.69002 3.71841 2.68315
H -0.76840 5.12410 2.04096
H -0.23140 4.28730 3.55012
O -8.27021 0.93673 0.29729
C -7.15219 1.63238 0.08454
O -7.14748 2.82357 -0.00941
C -5.84472 0.87745 0.01187
C -5.53636 -0.16708 0.87432
C -4.25926 -0.71419 0.87780
C -3.31929 -0.20644 -0.00472
S -1.64541 -0.82713 -0.00014
C -3.62900 0.80008 -0.91671
C -4.89587 1.35145 -0.89135
H -8.14673 -0.01518 0.19180
H -6.27372 -0.54038 1.57415
H -4.01107 -1.51719 1.55941
H -2.90010 1.13291 -1.64622
H -5.16443 2.15751 -1.56109
O -1.45242 0.86820 2.05894
C -0.96510 0.05117 1.23852
*
```

Results
LUMO level (spin up / spin down) ... -10.48 / -10.38 eV
Total energy ... -91517.1320 eV
Expectation value of S² ... 0.82
Max |F| ... 0.24 eV/Å
Energy above the lowest of the compared OMol25 structures with the same formula, charge and spin ... 1.5 kJ/mol
HOMO level (spin up / spin down) ... -16.401 / -16.401 eV

Löwdin population analysis, charges in e, atoms 1 to 5: 0.52, -0.08, -0.18, -0.14, -0.08